Record 1
This record from the Open Molecules 2025 dataset describes 4 unconnected molecules or ions with the total composition C4H17NO3. The level of theory is ωB97M-V/def2-TZVPD.

Positions of all 25 atoms, in Å:
C: 0.12872 0.93074 -0.62099
C: -1.39857 0.71242 -0.57827
C: -1.86379 0.63796 0.88694
C: -2.07456 1.88892 -1.28731
N: 0.75854 0.21419 -1.75656
H: 0.51524 0.44758 0.27744
H: 0.38959 1.98807 -0.59788
H: -1.59330 -0.28795 -0.97563
H: -1.42015 -0.17189 1.44674
H: -2.94941 0.51962 0.87376
H: -1.64979 1.59357 1.37554
H: -1.74413 2.77056 -0.73835
H: -1.62816 2.00616 -2.28084
H: -3.15721 1.82322 -1.37689
H: 1.45884 0.85238 -2.11132
H: 0.12017 -0.01177 -2.50641
H: 1.38970 -2.31420 2.37486
H: 1.05604 -1.47484 1.15826
O: 1.43590 -1.40760 2.04587
H: 3.78598 -0.96307 2.47075
H: 3.22600 -0.02145 1.40188
O: 4.03717 -0.30777 1.82061
H: 0.07037 -3.82558 -0.29846
H: 0.50003 -2.54847 -0.91354
O: 0.60678 -3.05082 -0.09020

- E (Ha) = -443.057482
- charge = 0
- highest occupied orbital energy (eV) = -9.6454
- orbital gap (Eh) = 0.372
- LUMO level (eV) = 0.5
- SMILES string = CC(C)CN.O.O.O

Record 2
This record from the Open Molecules 2025 dataset describes C4H7P in the gas phase. The level of theory is ωB97M-V/def2-TZVPD.

Positions of all 12 atoms, in Å:
C: 1.14058 -0.91278 0.34234
C: -0.29491 -0.72733 0.04105
C: -1.92575 -0.28886 -0.53303
C: 2.23012 0.04276 0.36913
P: -2.98970 0.73948 0.35247
H: 1.24780 -1.92967 0.54632
H: -2.25214 -0.82636 -1.37522
H: 3.12027 -0.34629 0.94745
H: 1.76203 0.97113 0.70423
H: 2.68029 0.26213 -0.63339
H: -2.10506 1.01711 1.36130
H: -3.72827 -0.20299 1.11666

- E (Ha) = -497.713921
- charge = 0
- highest occupied orbital energy (alpha / beta) (eV) = -8.2702 / -8.2237
- orbital gap (alpha / beta) (Eh) = 0.297 / 0.315
- LUMO level (alpha / beta) (eV) = -0.2 / 0.4
- SMILES string = CC=C=CP

Record 3
This record from the Open Molecules 2025 dataset describes C2H5NO2 in the gas phase. The level of theory is ωB97M-V/def2-TZVPD.

Positions of all 10 atoms, in Å:
C: -1.63802 -0.55597 0.27506
C: 1.32152 0.21757 0.15562
H: -2.49939 -0.87405 -0.31116
H: -2.01086 -0.08806 1.18435
H: -0.98596 -1.41586 0.50358
H: 0.14157 1.89831 0.10299
H: 2.13246 0.85185 0.51841
N: 0.12606 0.89810 0.17095
O: -0.92668 0.37151 -0.56206
O: 1.45654 -0.95007 -0.16031

- E (Ha) = -284.373286
- charge = 0
- highest occupied orbital energy (eV) = -9.9779
- orbital gap (Eh) = 0.399
- LUMO level (eV) = 0.9
- SMILES string = CONC=O

Repeat the first record exactly.
This record from the Open Molecules 2025 dataset describes 4 unconnected molecules or ions with the total composition C4H17NO3. The level of theory is ωB97M-V/def2-TZVPD.

Positions of all 25 atoms, in Å:
C: 0.12872 0.93074 -0.62099
C: -1.39857 0.71242 -0.57827
C: -1.86379 0.63796 0.88694
C: -2.07456 1.88892 -1.28731
N: 0.75854 0.21419 -1.75656
H: 0.51524 0.44758 0.27744
H: 0.38959 1.98807 -0.59788
H: -1.59330 -0.28795 -0.97563
H: -1.42015 -0.17189 1.44674
H: -2.94941 0.51962 0.87376
H: -1.64979 1.59357 1.37554
H: -1.74413 2.77056 -0.73835
H: -1.62816 2.00616 -2.28084
H: -3.15721 1.82322 -1.37689
H: 1.45884 0.85238 -2.11132
H: 0.12017 -0.01177 -2.50641
H: 1.38970 -2.31420 2.37486
H: 1.05604 -1.47484 1.15826
O: 1.43590 -1.40760 2.04587
H: 3.78598 -0.96307 2.47075
H: 3.22600 -0.02145 1.40188
O: 4.03717 -0.30777 1.82061
H: 0.07037 -3.82558 -0.29846
H: 0.50003 -2.54847 -0.91354
O: 0.60678 -3.05082 -0.09020

- E (Ha) = -443.057482
- charge = 0
- highest occupied orbital energy (eV) = -9.6454
- orbital gap (Eh) = 0.372
- LUMO level (eV) = 0.5
- SMILES string = CC(C)CN.O.O.O

Repeat the first record exactly.
This record from the Open Molecules 2025 dataset describes 4 unconnected molecules or ions with the total composition C4H17NO3. The level of theory is ωB97M-V/def2-TZVPD.

Positions of all 25 atoms, in Å:
C: 0.12872 0.93074 -0.62099
C: -1.39857 0.71242 -0.57827
C: -1.86379 0.63796 0.88694
C: -2.07456 1.88892 -1.28731
N: 0.75854 0.21419 -1.75656
H: 0.51524 0.44758 0.27744
H: 0.38959 1.98807 -0.59788
H: -1.59330 -0.28795 -0.97563
H: -1.42015 -0.17189 1.44674
H: -2.94941 0.51962 0.87376
H: -1.64979 1.59357 1.37554
H: -1.74413 2.77056 -0.73835
H: -1.62816 2.00616 -2.28084
H: -3.15721 1.82322 -1.37689
H: 1.45884 0.85238 -2.11132
H: 0.12017 -0.01177 -2.50641
H: 1.38970 -2.31420 2.37486
H: 1.05604 -1.47484 1.15826
O: 1.43590 -1.40760 2.04587
H: 3.78598 -0.96307 2.47075
H: 3.22600 -0.02145 1.40188
O: 4.03717 -0.30777 1.82061
H: 0.07037 -3.82558 -0.29846
H: 0.50003 -2.54847 -0.91354
O: 0.60678 -3.05082 -0.09020

- E (Ha) = -443.057482
- charge = 0
- highest occupied orbital energy (eV) = -9.6454
- orbital gap (Eh) = 0.372
- LUMO level (eV) = 0.5
- SMILES string = CC(C)CN.O.O.O

Question: What is the formula in the second record?
Answer: C4H7P